The molecule C26H39N5O6S in a non-equilibrium geometry. Source: the OMol25 dataset; level of theory: the ωB97M-V functional and the def2-TZVPD basis.

Last column: Löwdin charge in e.
Atoms and positions in Å:
C 4.562391 -3.726228 -4.393050  -0.05
C 3.766124 -3.336815 -3.185903  -0.27
C 3.878200 -4.064986 -2.004915  -0.02
C 3.166293 -3.697675 -0.878604  -0.04
C 2.340068 -2.593443 -0.932812  -0.28
C 2.212517 -1.855406 -2.091506  -0.05
C 2.926002 -2.229519 -3.216391  -0.03
H 2.833524 -1.654444 -4.126385  0.11
H 1.564609 -0.992844 -2.098062  0.11
S 1.401743 -2.147712 0.509999  0.73
O 2.059229 -2.604242 1.702665  -0.29
O 1.052310 -0.747915 0.422554  -0.27
N 0.055791 -3.137672 0.321941  -0.22
C -1.028540 -2.616351 -0.490851  -0.17
C -2.252764 -2.224592 0.349999  -0.10
H -2.860528 -1.547593 -0.244088  0.10
H -2.855920 -3.100317 0.596330  0.13
C -1.733150 -1.581187 1.639267  -0.20
C -2.772195 -0.881373 2.509392  -0.39
O -3.077979 -1.301236 3.611162  0.07
N -3.280613 0.299646 2.074220  0.00
C -3.355701 0.821334 0.721208  -0.20
C -2.045062 1.020051 -0.040544  -0.46
O -1.944025 0.656503 -1.197826  0.07
N -1.106905 1.734226 0.598867  0.14
H -1.131087 1.858022 1.601676  0.16
C 0.119484 2.115308 -0.056311  -0.23
C 0.115500 3.618129 -0.396024  -0.11
H 0.014919 4.172627 0.540615  0.13
H 1.082507 3.875468 -0.832731  0.12
C -1.000849 4.045083 -1.355892  -0.42
C -0.989032 5.566916 -1.492935  -0.08
H -0.048540 5.900521 -1.926249  0.08
H -1.108552 6.045356 -0.523354  0.07
H -1.799184 5.896620 -2.138778  0.08
C -0.851309 3.386889 -2.724786  -0.06
H -1.576348 3.804094 -3.419705  0.08
H 0.145409 3.558930 -3.126472  0.08
H -1.031844 2.317792 -2.658342  0.06
H -1.963792 3.741342 -0.932331  0.12
H 0.201662 1.510977 -0.962247  0.14
C 1.308550 1.856539 0.863103  -0.48
O 1.209560 1.866947 2.074817  0.07
N 2.482581 1.799463 0.197291  0.09
H 2.447306 1.522164 -0.771182  0.15
C 3.720815 1.487575 0.884897  -0.07
C 3.713148 -0.006602 1.241897  -0.54
O 4.087536 -0.850880 0.451837  0.05
N 3.263034 -0.259798 2.480600  0.19
H 3.005964 -1.227381 2.648554  0.08
H 2.688301 0.445482 2.920938  0.09
H 3.777271 2.098645 1.787441  0.13
H 4.554738 1.711796 0.219240  0.13
H -3.986375 0.168969 0.099038  0.15
C -4.071590 2.170166 0.892755  -0.12
H -3.355399 2.938614 1.187592  0.12
C -5.038866 1.888352 2.037120  -0.15
C -4.203217 1.010457 2.959432  -0.13
H -3.624217 1.609852 3.670141  0.13
H -4.791527 0.288371 3.528837  0.12
H -5.905633 1.338099 1.669832  0.12
H -5.383231 2.794685 2.529838  0.11
H -4.565717 2.483099 -0.024853  0.13
H -0.989687 -0.829415 1.354126  0.12
C -1.044998 -2.677554 2.471946  -0.11
C -0.411563 -3.733084 1.560755  -0.19
H 0.450251 -4.189083 2.045228  0.11
H -1.121836 -4.520044 1.296113  0.13
H -1.781765 -3.138345 3.132413  0.12
H -0.272943 -2.222647 3.092936  0.12
H -0.656538 -1.731725 -1.010030  0.10
H -1.299595 -3.371986 -1.237683  0.13
H 3.252110 -4.237216 0.050136  0.12
H 4.534199 -4.922402 -1.970368  0.12
H 5.570995 -3.320377 -4.314477  0.09
H 4.643438 -4.807810 -4.471183  0.08
H 4.110537 -3.337212 -5.301884  0.08

Cartesian forces (eV/Å) of the 6 atoms listed first:
0.1 0.0 0.0
-0.1 0.0 0.0
-0.1 0.1 0.1
0.0 -0.1 0.1
-0.2 0.2 0.3
-0.1 0.1 0.1

Properties
LUMO energy	0.02310	Eh
structure (SMILES)	Cc1ccc(S(=O)(=O)N2CCC(C(=O)N3CCC[C@H]3C(=O)N[C@@H](CC(C)C)C(=O)NCC(N)=O)CC2)cc1
HOMO	-8.96	eV
total energy	-58168.6085	eV
frontier orbital gap	0.35228	Eh
ΔE to the lowest compared entry with this formula, charge and spin	7.2	kcal/mol


A structure of composition C26H40BF4NP2W in a non-equilibrium geometry. Source: the OMol25 dataset; level of theory: the ωB97M-V functional and the def2-TZVPD basis.

Last column: Löwdin charge in e.
Atoms and positions in Å:
W -0.790410 -0.696423 -1.004458  1.42
C 0.267033 -4.664861 1.712100  -0.08
C -0.523857 -3.632164 0.902314  -0.51
C -1.815614 -3.253185 1.624903  -0.09
P 0.479134 -2.136063 0.541374  1.03
C 2.167780 -2.646980 0.097997  -0.53
C 3.125054 -1.469278 -0.009542  -0.09
C 2.125800 -3.466994 -1.191653  -0.09
C 0.459085 -1.123031 2.026081  -0.29
C 1.131050 -1.382742 3.214866  -0.01
C 0.976487 -0.536065 4.314820  -0.23
C 1.684455 -0.824702 5.606505  -0.02
C 0.139551 0.572635 4.189618  0.01
C -0.536566 0.859109 3.011065  0.02
C -0.364531 -0.000904 1.941929  -0.29
N -0.933090 0.208389 0.656989  -0.18
C -1.589597 1.366618 0.177126  -0.33
C -2.825508 1.791747 0.691227  0.02
C -3.391114 2.933493 0.185402  0.02
C -2.778780 3.668264 -0.849677  -0.22
C -3.426299 4.918898 -1.356620  -0.01
C -1.588981 3.209042 -1.383317  -0.01
C -0.957162 2.061355 -0.874353  -0.27
P 0.533422 1.263879 -1.557554  1.00
C 0.408527 1.311837 -3.394020  -0.49
C -0.654534 0.252444 -3.748997  -0.13
C 0.112112 2.618852 -4.132083  -0.08
C 2.061621 2.014949 -0.909316  -0.52
C 2.308876 3.408691 -1.493444  -0.08
C 2.033465 2.046647 0.616620  -0.09
H -0.386572 -5.505354 1.945633  0.10
H 0.608410 -4.251375 2.662863  0.08
H 1.122473 -5.063751 1.169109  0.08
H -0.770678 -4.052426 -0.076876  0.10
H -1.611262 -2.914871 2.641609  0.09
H -2.450377 -4.136544 1.689443  0.10
H -2.388986 -2.482819 1.108341  0.06
H 2.494373 -3.291677 0.921598  0.12
H 2.814087 -0.789740 -0.805287  0.05
H 4.117355 -1.842320 -0.264484  0.10
H 3.207940 -0.908328 0.921198  0.08
H 1.853136 -2.841392 -2.046325  0.08
H 1.425690 -4.301581 -1.148559  0.08
H 3.116170 -3.876869 -1.388725  0.10
H 1.791228 -2.238110 3.296990  0.12
H 2.537714 -1.481965 5.450331  0.09
H 1.008589 -1.314660 6.309458  0.10
H 2.037138 0.093238 6.074233  0.09
H 0.019092 1.237746 5.035672  0.13
H -1.166986 1.733930 2.931295  0.12
H -3.304974 1.224406 1.477831  0.14
H -4.330507 3.285367 0.593753  0.14
H -3.681452 5.587087 -0.534315  0.10
H -4.355941 4.675348 -1.874638  0.10
H -2.778354 5.451710 -2.049171  0.09
H -1.122519 3.781814 -2.169984  0.10
H 1.386609 0.936216 -3.716297  0.13
H -1.610173 0.440651 -3.217362  0.09
H -0.279755 -0.762782 -3.581999  0.06
H -0.927721 0.305435 -4.804349  0.12
H -0.944427 2.873881 -4.063353  0.08
H 0.330672 2.464843 -5.189304  0.10
H 0.703266 3.466861 -3.797874  0.07
H 2.852805 1.334266 -1.241895  0.11
H 1.477265 4.085378 -1.285358  0.09
H 2.491075 3.385986 -2.565825  0.07
H 3.195228 3.834172 -1.022487  0.10
H 1.234293 2.693603 0.985218  0.09
H 2.977183 2.457597 0.975092  0.10
H 1.908623 1.055915 1.055224  0.05
F -0.988997 -2.357713 -2.113051  -0.24
B -2.691455 -2.696663 -2.043580  -1.04
F -2.884497 -1.627282 -1.100922  0.04
F -3.134802 -2.443669 -3.252368  0.29
F -2.737390 -3.897016 -1.496407  0.28

Cartesian forces (eV/Å) of the 6 atoms listed first:
-0.7 0.8 0.6
0.0 0.0 0.0
0.1 -0.1 0.0
-0.1 0.0 0.0
-0.3 0.2 -0.2
0.1 -0.1 0.1

Properties
LUMO energy (spin up / spin down)	-0.26447 / -0.26629	Eh
HOMO (spin up / spin down)	-14.37 / -14.45	eV
total energy	-61043.0837	eV
frontier orbital gap (spin up / spin down)	0.26367 / 0.26482	Eh
net charge	+2


A structure of composition C26H40BaBrNOP2 in a non-equilibrium geometry. Source: the OMol25 dataset; level of theory: the ωB97M-V functional and the def2-TZVPD basis.

Last column: Löwdin charge in e.
Atoms and positions in Å:
N 5.664999 2.932147 3.967175  0.09
C 5.232408 1.783018 4.477916  -0.11
C 4.648592 0.773960 3.699558  0.00
C 4.472115 1.009909 2.312807  -0.24
C 4.938008 2.243246 1.795528  0.01
C 5.520208 3.170325 2.661091  -0.10
C 3.833509 0.042455 1.456913  -0.22
Ba 2.605512 -2.119901 0.078916  1.97
P 0.343249 -4.189840 -1.497504  0.95
C 3.319831 0.418393 0.193005  -0.34
C 2.013306 1.036278 0.011438  -0.28
C 1.399082 1.049915 -1.279123  -0.04
C 0.083925 1.443030 -1.413051  -0.11
C -0.729662 1.638314 -0.270833  -0.45
C -0.056075 1.894573 0.943446  -0.07
C 1.276193 1.565880 1.098490  -0.02
Br -2.123952 -0.582867 -0.451922  0.45
H 3.843842 -0.992217 1.875981  0.03
H 3.955272 0.334550 -0.725089  0.13
H 4.289060 -0.135671 4.178885  0.11
H 4.828617 2.504575 0.747654  0.12
H 5.343675 1.640420 5.558835  0.12
H 5.877090 4.125100 2.284743  0.12
H 1.986103 0.764824 -2.154662  0.13
H 1.779225 1.680356 2.072758  0.14
H -0.362955 1.526427 -2.401157  0.10
H -0.615856 2.304986 1.789625  0.12
P -2.416764 2.309382 -0.467426  0.93
C 1.218435 -4.754956 0.019016  -0.59
C 0.905422 -6.229444 0.297366  -0.13
H 0.891647 -4.149453 0.883279  0.03
H 2.315769 -4.696877 -0.168060  0.01
H 1.477919 -6.579871 1.162898  0.09
H -0.151803 -6.408463 0.517641  0.07
H 1.201495 -6.860282 -0.547079  0.09
C 0.635807 -2.446971 -2.051257  -0.61
C -0.190900 -2.244636 -3.341053  -0.15
H 1.710450 -2.336458 -2.331753  0.02
H 0.290234 -1.723241 -1.278800  -0.03
H 0.108116 -1.306328 -3.825880  0.08
H -0.013255 -3.063068 -4.056242  0.08
H -1.274265 -2.168611 -3.152822  0.07
C -1.377999 -4.020898 -0.833992  -0.44
C -2.274368 -5.242453 -0.998519  -0.13
H -1.841395 -3.151461 -1.317451  -0.01
H -1.291527 -3.747624 0.223150  0.07
H -3.275348 -4.983354 -0.638430  0.08
H -2.368914 -5.554053 -2.045936  0.08
H -1.943532 -6.111718 -0.416763  0.06
C -3.532624 1.691901 0.818710  -0.42
C -4.999586 1.600209 0.428555  -0.12
H -3.396436 2.310065 1.715809  0.08
H -3.155414 0.664632 1.054587  -0.03
H -5.448027 2.597968 0.355941  0.09
H -5.157666 1.059584 -0.511552  0.07
H -5.544647 1.048491 1.205175  0.09
C -2.940254 1.913666 -2.158921  -0.37
C -2.483975 2.875294 -3.255675  -0.13
H -4.034394 1.818154 -2.140055  0.09
H -2.576902 0.891054 -2.364592  0.01
H -3.151482 3.746929 -3.292835  0.09
H -1.454550 3.232661 -3.118228  0.07
H -2.545542 2.367522 -4.226753  0.09
C -2.459425 4.109904 -0.281194  -0.31
C -2.318817 4.706868 1.112963  -0.12
H -3.429528 4.404616 -0.705156  0.11
H -1.687037 4.503911 -0.952261  0.10
H -1.292821 4.626976 1.477977  0.07
H -2.554478 5.775516 1.067168  0.09
H -2.981604 4.262191 1.856660  0.07
O 0.431876 -1.066529 3.073801  0.13
C 1.012790 -1.532931 2.196567  -0.08

Cartesian forces (eV/Å) of the 6 atoms listed first:
0.0 0.3 0.1
-0.3 -0.7 -0.3
0.2 0.6 0.0
0.0 -0.1 0.4
-0.1 0.3 0.4
-0.3 -0.8 -0.1

Properties
LUMO energy (spin up / spin down)	-0.26537 / -0.28460	Eh
HOMO (spin up / spin down)	-13.14 / -13.29	eV
total energy	-120445.4124	eV
frontier orbital gap (spin up / spin down)	0.21757 / 0.20371	Eh
net charge	+2
ΔE to the lowest compared entry with this formula, charge and spin	9.6	kcal/mol


Question: What is the formula in the first record?
Answer: C26H39N5O6S